[1]
This record from the Open Molecules 2025 dataset describes a cluster of 3 separate species, C12H24O3 in total in a non-equilibrium geometry. The level of theory is wB97M-V/def2-TZVPD.

Values from the calculation:
**Relative energy (zero: lowest compared OMol25 entry of this formula, charge and spin)**: 0.0 kJ/mol
**Charge**: +1
**<S²>**: 0.754
**Frontier orbital gap (spin up / spin down)**: 8.2 / 1.9 eV
**Lowest unoccupied orbital energy (spin up / spin down)**: -3.05 / -9.35 eV
**Energy**: -18963.6673 eV
**Spin multiplicity**: 2

Each line ends with the Mulliken spin population.
Geometry (Å):
C  19.825  -37.567  -3.443  -0.0119
C  19.814  -38.802  -4.188  0.0106
C  19.650  -38.223  -5.568  0.0301
O  18.818  -37.077  -5.481  0.6472
C  18.833  -36.642  -4.151  0.0416
H  20.795  -37.070  -3.412  0.0098
H  19.552  -37.797  -2.413  -0.0012
H  19.009  -39.522  -4.043  0.0112
H  20.763  -39.287  -3.960  -0.0035
H  19.230  -38.876  -6.333  0.0340
H  20.652  -38.020  -5.946  0.0867
H  17.864  -36.807  -3.681  0.0847
H  19.038  -35.573  -4.104  0.0493
C  16.413  -37.599  -0.813  0.0037
C  16.986  -37.955  0.567  -0.0003
C  16.625  -36.664  1.242  0.0005
O  16.738  -35.639  0.212  0.0046
C  16.902  -36.190  -1.083  -0.0004
H  15.324  -37.610  -0.873  0.0000
H  16.720  -38.342  -1.548  -0.0004
H  18.066  -38.102  0.557  0.0002
H  16.629  -38.868  1.043  0.0001
H  17.403  -36.449  1.975  -0.0002
H  15.686  -36.793  1.780  0.0003
H  17.914  -36.262  -1.482  0.0035
H  16.290  -35.660  -1.813  -0.0003
C  14.173  -40.754  -0.062  0.0000
C  14.648  -41.786  0.920  0.0000
C  13.615  -41.691  2.097  0.0000
O  12.612  -40.847  1.575  0.0000
C  12.692  -40.600  0.208  0.0000
H  14.480  -41.083  -1.054  0.0000
H  14.679  -39.804  0.108  0.0000
H  15.611  -41.450  1.304  0.0000
H  14.769  -42.818  0.588  0.0000
H  14.034  -41.328  3.036  0.0000
H  13.204  -42.687  2.260  0.0000
H  12.307  -39.601  0.004  0.0000
H  12.101  -41.296  -0.389  0.0000

[2]
This record from the Open Molecules 2025 dataset describes a structure of composition C12H25AlFO4Si in a non-equilibrium geometry. The level of theory is wB97M-V/def2-TZVPD.

Values from the calculation:
**Charge**: -1
**Frontier orbital gap**: 6.7 eV
**Lowest unoccupied orbital energy**: 2.56 eV
**Energy**: -38235.4495 eV

Each line ends with the natural charge from an NBO analysis.
Geometry (Å):
C  -2.021  -1.960  -1.248  -1.0790
Si  -1.913  -0.374  -0.208  0.9127
C  -1.424  1.106  -1.295  -1.0787
C  -3.707  -0.002  0.379  -1.0753
Al  -0.239  -0.520  1.537  1.3219
O  1.349  -0.727  0.662  -0.9430
C  2.193  -1.232  1.664  -0.0826
C  1.382  -2.051  2.751  0.0752
C  1.635  -1.480  4.171  -0.4285
C  0.509  -1.841  5.153  -0.4406
C  -0.450  -0.713  5.445  0.0634
F  0.237  0.436  5.864  -0.3917
O  0.043  -2.105  2.391  -0.9374
H  -2.564  -1.836  -2.187  0.2074
H  -1.033  -2.376  -1.433  0.2313
H  -2.571  -2.702  -0.665  0.2186
H  -0.546  0.889  -1.891  0.2367
H  -1.140  1.901  -0.600  0.2223
H  -2.241  1.493  -1.900  0.2199
H  -4.038  0.972  0.015  0.2155
H  -3.789  0.009  1.464  0.2203
H  -4.404  -0.748  -0.004  0.2122
H  -0.118  0.724  2.559  -0.4478
H  2.982  -1.843  1.206  0.1393
H  2.726  -0.409  2.172  0.1303
H  1.849  -3.047  2.779  0.1323
H  2.540  -1.960  4.544  0.1877
H  1.789  -0.404  4.166  0.2155
H  -0.086  -2.649  4.728  0.2333
H  0.927  -2.174  6.104  0.1819
H  -1.108  -0.993  6.272  0.1391
H  -1.046  -0.451  4.576  0.1859
O  -1.151  3.072  -4.087  -0.5550
C  -0.090  2.622  -4.391  0.7921
O  0.362  1.415  -3.966  -0.4798
C  1.706  1.198  -4.422  -0.0705
C  1.880  2.109  -5.631  -0.4294
C  0.967  3.276  -5.269  -0.5282
H  2.386  1.451  -3.606  0.1866
H  1.818  0.143  -4.658  0.1986
H  2.918  2.385  -5.810  0.2157
H  1.504  1.610  -6.526  0.2044
H  1.479  4.033  -4.673  0.2334
H  0.500  3.750  -6.128  0.2341

[3]
This record from the Open Molecules 2025 dataset describes a structure of composition C12H25ClErNO2P2 in a non-equilibrium geometry. The level of theory is wB97M-V/def2-TZVPD.

Values from the calculation:
**Relative energy (zero: lowest compared OMol25 entry of this formula, charge and spin)**: 99.4 kJ/mol
**Charge**: +2
**<S²>**: 3.753
**Frontier orbital gap (spin up / spin down)**: 8.4 / 8.5 eV
**Lowest unoccupied orbital energy (spin up / spin down)**: -6.55 / -6.46 eV
**Energy**: -77142.6913 eV
**Spin multiplicity**: 4

Each line ends with the Mulliken spin population.
Geometry (Å):
Er  0.397  -0.808  -0.662  3.0538
P  -1.930  -2.151  0.078  -0.0144
C  -2.794  -0.496  0.004  -0.0016
C  -2.148  0.640  0.798  -0.0003
N  -0.779  0.626  0.910  -0.0095
C  -0.228  1.664  1.624  0.0000
C  -0.992  2.705  2.173  0.0003
C  -2.375  2.745  1.968  -0.0003
C  -2.958  1.688  1.263  0.0010
C  1.277  1.705  1.809  -0.0004
P  2.298  0.710  0.593  -0.0130
H  -4.042  1.650  1.065  0.0000
H  -0.475  3.510  2.720  0.0001
H  -2.985  3.574  2.349  -0.0001
H  1.640  2.749  1.710  -0.0003
H  1.543  1.362  2.831  0.0001
H  -2.883  -0.198  -1.068  0.0002
H  -3.810  -0.694  0.395  0.0001
H  0.534  0.723  -4.184  0.0000
O  -0.305  0.942  -3.706  -0.0001
H  -0.873  1.340  -4.397  0.0000
H  3.417  -0.423  -3.137  0.0000
O  3.205  0.442  -3.537  0.0001
H  3.947  0.626  -4.159  0.0000
C  2.668  2.116  -0.526  0.0006
H  3.235  2.840  0.071  0.0000
H  3.256  1.787  -1.391  0.0001
H  1.747  2.594  -0.880  -0.0005
C  3.864  0.629  1.493  -0.0013
H  4.614  0.117  0.886  0.0001
H  4.207  1.645  1.686  -0.0003
H  3.748  0.103  2.444  0.0000
C  -2.749  -2.810  1.567  -0.0006
H  -3.820  -2.902  1.338  -0.0003
H  -2.350  -3.805  1.793  0.0000
H  -2.627  -2.150  2.434  0.0001
C  -2.886  -3.053  -1.162  -0.0006
H  -2.487  -4.064  -1.254  0.0002
H  -3.918  -3.116  -0.822  0.0000
H  -2.851  -2.565  -2.136  -0.0002
Cl  1.354  -2.984  0.721  -0.0033
C  1.868  -2.729  -0.981  -0.0123
H  2.977  -2.758  -1.066  0.0010
H  1.469  -3.524  -1.653  0.0012

[4]
This record from the Open Molecules 2025 dataset describes a structure of composition C12H25ClI2NP2Sc in a non-equilibrium geometry. The level of theory is wB97M-V/def2-TZVPD.

Values from the calculation:
**Relative energy (zero: lowest compared OMol25 entry of this formula, charge and spin)**: 415.2 kJ/mol
**Charge**: +2
**Frontier orbital gap**: 7.1 eV
**Lowest unoccupied orbital energy**: -7.22 eV
**Energy**: -82326.3581 eV

Each line ends with the natural charge from an NBO analysis.
Geometry (Å):
I  -1.239  3.780  3.499  0.2016
I  -2.880  -0.024  4.144  0.5314
Sc  0.760  0.132  0.717  1.6153
P  0.418  1.821  -1.193  0.6866
C  -0.298  3.422  -0.665  -0.9091
C  1.978  2.352  -1.991  -0.9001
H  2.093  3.438  -1.896  0.2658
H  -0.143  1.751  -3.556  0.2727
H  1.962  2.068  -3.049  0.2632
H  -0.797  0.326  -2.681  0.2404
H  -0.427  3.437  0.425  0.2507
H  2.818  1.855  -1.490  0.2644
C  -0.636  1.414  -2.633  -0.9028
H  0.377  4.237  -0.959  0.2694
H  -1.606  1.917  -2.523  0.2588
H  -1.276  3.559  -1.143  0.2591
P  -0.089  -2.237  0.146  0.7047
C  -1.332  -2.820  1.358  -0.9159
C  -0.903  -2.619  -1.446  -0.9132
H  2.067  -3.251  -0.296  0.2655
H  0.790  -4.498  -0.113  0.2655
H  1.477  -3.675  1.326  0.2641
C  1.180  -3.548  0.277  -0.9076
H  -0.353  -2.134  -2.262  0.2517
H  -0.919  -3.704  -1.619  0.2741
H  -1.499  -3.901  1.246  0.2727
H  -2.278  -2.284  1.210  0.2454
H  -1.932  -2.235  -1.441  0.2562
H  -0.979  -2.611  2.376  0.2515
Cl  3.026  -0.009  0.984  -0.4857
C  -1.993  2.159  6.102  -0.6737
C  -1.607  1.576  4.749  -0.0567
C  -0.234  1.176  4.525  -0.2881
C  0.195  0.838  3.272  -0.0363
N  -0.617  0.851  2.182  -0.7530
C  -1.969  1.176  2.321  0.0198
C  -2.333  2.076  3.427  -0.5486
H  -1.967  1.369  6.866  0.2564
H  -1.273  2.933  6.403  0.2672
H  -3.001  2.589  6.088  0.2507
H  0.436  1.120  5.387  0.2737
H  1.250  0.541  3.108  0.2333
H  -2.570  1.161  1.417  0.2531
H  -3.369  2.413  3.501  0.3056

[5]
This record from the Open Molecules 2025 dataset describes a structure of composition C12H25IO7 in a non-equilibrium geometry. The level of theory is wB97M-V/def2-TZVPD.

Values from the calculation:
**Frontier orbital gap**: 7.5 eV
**Lowest unoccupied orbital energy**: -1.67 eV
**Energy**: -35276.9346 eV

Each line ends with the natural charge from an NBO analysis.
Geometry (Å):
C  3.248  0.085  -2.806  -0.2696
O  2.915  1.462  -2.459  -0.5608
C  1.852  1.874  -3.355  -0.0839
C  0.526  2.339  -2.536  -0.4300
C  -0.822  1.667  -3.148  -0.4441
C  -1.102  0.186  -2.612  -0.0861
O  -0.167  -0.825  -3.082  -0.5356
C  -0.358  -1.139  -4.438  0.9753
O  -0.130  -0.387  -5.400  -0.5643
O  -0.810  -2.470  -4.761  -0.6796
I  0.883  -3.400  -5.435  0.4686
H  3.541  0.072  -3.912  0.1740
H  2.372  -0.628  -2.626  0.1823
H  4.148  -0.219  -2.176  0.1962
H  1.549  0.970  -3.977  0.1896
H  2.206  2.733  -4.034  0.1830
H  0.437  3.481  -2.598  0.2134
H  0.657  1.973  -1.460  0.2137
H  -0.843  1.777  -4.278  0.2347
H  -1.680  2.319  -2.736  0.2175
H  -0.970  0.227  -1.468  0.2089
H  -2.203  -0.073  -2.784  0.1961
C  0.077  1.918  1.980  -0.2538
O  -0.506  0.632  1.853  -0.5492
C  0.415  -0.397  1.540  -0.0905
C  0.431  -1.530  2.571  -0.0798
O  0.748  -1.204  3.921  -0.5385
C  -0.121  -0.318  4.625  -0.0802
C  -1.577  -0.743  4.824  -0.0905
O  -2.276  -0.948  3.604  -0.5471
C  -2.851  -2.237  3.467  -0.2542
H  -0.058  2.468  1.044  0.1742
H  -0.444  2.459  2.774  0.1844
H  1.137  1.872  2.241  0.1748
H  1.429  -0.009  1.399  0.1740
H  0.099  -0.825  0.583  0.1766
H  1.210  -2.231  2.255  0.1859
H  -0.490  -2.108  2.538  0.1721
H  -0.055  0.678  4.193  0.1732
H  0.320  -0.219  5.623  0.1860
H  -2.092  0.065  5.354  0.1819
H  -1.620  -1.628  5.467  0.1700
H  -2.319  -2.998  4.045  0.1710
H  -2.808  -2.518  2.412  0.1848
H  -3.900  -2.204  3.772  0.1755

Q: energy of number 5 (C12H25IO7)?
A: -35276.9346 eV

Q: Which formula does entry 1 have?
A: C12H24O3

Q: Which of these has the lowest energy?
A: C12H25ClI2NP2Sc

Please write out number 2 again, unchanged.
This record from the Open Molecules 2025 dataset describes a structure of composition C12H25AlFO4Si in a non-equilibrium geometry. The level of theory is wB97M-V/def2-TZVPD.

Values from the calculation:
**Charge**: -1
**Frontier orbital gap**: 6.7 eV
**Lowest unoccupied orbital energy**: 2.56 eV
**Energy**: -38235.4495 eV

Each line ends with the natural charge from an NBO analysis.
Geometry (Å):
C  -2.021  -1.960  -1.248  -1.0790
Si  -1.913  -0.374  -0.208  0.9127
C  -1.424  1.106  -1.295  -1.0787
C  -3.707  -0.002  0.379  -1.0753
Al  -0.239  -0.520  1.537  1.3219
O  1.349  -0.727  0.662  -0.9430
C  2.193  -1.232  1.664  -0.0826
C  1.382  -2.051  2.751  0.0752
C  1.635  -1.480  4.171  -0.4285
C  0.509  -1.841  5.153  -0.4406
C  -0.450  -0.713  5.445  0.0634
F  0.237  0.436  5.864  -0.3917
O  0.043  -2.105  2.391  -0.9374
H  -2.564  -1.836  -2.187  0.2074
H  -1.033  -2.376  -1.433  0.2313
H  -2.571  -2.702  -0.665  0.2186
H  -0.546  0.889  -1.891  0.2367
H  -1.140  1.901  -0.600  0.2223
H  -2.241  1.493  -1.900  0.2199
H  -4.038  0.972  0.015  0.2155
H  -3.789  0.009  1.464  0.2203
H  -4.404  -0.748  -0.004  0.2122
H  -0.118  0.724  2.559  -0.4478
H  2.982  -1.843  1.206  0.1393
H  2.726  -0.409  2.172  0.1303
H  1.849  -3.047  2.779  0.1323
H  2.540  -1.960  4.544  0.1877
H  1.789  -0.404  4.166  0.2155
H  -0.086  -2.649  4.728  0.2333
H  0.927  -2.174  6.104  0.1819
H  -1.108  -0.993  6.272  0.1391
H  -1.046  -0.451  4.576  0.1859
O  -1.151  3.072  -4.087  -0.5550
C  -0.090  2.622  -4.391  0.7921
O  0.362  1.415  -3.966  -0.4798
C  1.706  1.198  -4.422  -0.0705
C  1.880  2.109  -5.631  -0.4294
C  0.967  3.276  -5.269  -0.5282
H  2.386  1.451  -3.606  0.1866
H  1.818  0.143  -4.658  0.1986
H  2.918  2.385  -5.810  0.2157
H  1.504  1.610  -6.526  0.2044
H  1.479  4.033  -4.673  0.2334
H  0.500  3.750  -6.128  0.2341